[1]
The following is a quantum chemistry calculation of a cluster of 2 separate species, C2H7N3O2 in total, from OMol25.

The geometry in XYZ format:
```
14
C2H7N3O2 ωB97M-V/def2-TZVPD
C 0.506 -1.384 1.802
O 0.044 -1.159 0.480
O 1.303 0.614 -0.677
H 1.076 -0.330 -0.753
H 0.422 -0.462 2.413
H 1.559 -1.661 1.737
H -0.058 -2.205 2.248
C 0.320 1.576 -1.545
N -1.829 0.762 -0.816
N -0.890 1.667 -0.863
N -2.462 -0.042 -0.335
H -0.966 -1.089 0.474
H 0.178 1.154 -2.560
H 0.799 2.559 -1.605
```

Calculated values
- net charge = 0
- E_LUMO (spin up / spin down) (eV) = 0.027 / 0.027
- multiplicity = 1

Atomic partial charges in e from the Mulliken method, atoms 1 to 2: -0.5921 -0.4807



[2]
The following is a quantum chemistry calculation of a structure of composition C32H28F4MnN5OSb, from OMol25.

The geometry in XYZ format:
```
72
C32H28F4MnN5OSb ωB97M-V/def2-TZVPD
Mn -1.254 -1.776 -0.279
C -1.432 0.131 -2.826
N -2.265 -0.810 -2.068
C -2.829 -1.791 -3.005
C -3.355 -0.089 -1.359
C -2.874 0.672 -0.124
N -2.099 -0.232 0.718
C -1.667 0.160 1.939
C -0.779 -0.700 2.627
F -0.368 -1.835 1.983
C -0.323 -0.476 3.902
F 0.505 -1.361 4.461
C -0.684 0.664 4.597
C -1.502 1.557 3.935
F -1.865 2.690 4.552
C -1.975 1.335 2.653
F -2.786 2.277 2.118
H -2.000 0.563 -3.659
H -0.559 -0.385 -3.229
H -1.097 0.945 -2.187
H -3.342 -1.288 -3.833
H -3.529 -2.439 -2.486
H -2.033 -2.417 -3.407
H -4.076 -0.842 -1.033
H -3.858 0.592 -2.056
H -3.768 1.048 0.380
H -2.292 1.555 -0.420
H -0.333 0.855 5.599
C -0.045 4.719 -1.649
C -0.305 4.254 -0.368
C 0.090 2.975 -0.002
C 0.757 2.151 -0.905
C 1.005 2.624 -2.190
C 0.608 3.901 -2.559
Sb 1.241 0.150 -0.333
C 2.587 0.533 1.277
C 2.155 1.269 2.376
C 3.005 1.507 3.445
C 4.296 0.998 3.431
C 4.729 0.252 2.346
C 3.880 0.022 1.272
C 2.698 -0.259 -1.824
C 2.605 -1.431 -2.562
C 3.543 -1.719 -3.548
C 4.578 -0.834 -3.798
C 4.679 0.341 -3.061
C 3.744 0.626 -2.080
H -0.354 5.716 -1.938
H -0.821 4.881 0.347
H -0.142 2.628 0.999
H 1.514 1.997 -2.913
H 0.812 4.257 -3.561
H 1.146 1.661 2.417
H 2.655 2.084 4.291
H 4.960 1.175 4.267
H 5.731 -0.157 2.332
H 4.236 -0.564 0.433
H 1.805 -2.142 -2.367
H 3.461 -2.639 -4.112
H 5.310 -1.056 -4.564
H 5.489 1.033 -3.250
H 3.833 1.543 -1.509
N -4.335 -3.496 0.268
C -3.010 -3.784 0.466
O -2.195 -3.565 -0.501
C -2.587 -4.266 1.714
C -3.536 -4.466 2.737
N -4.384 -4.600 3.507
C -1.232 -4.618 1.884
N -0.127 -4.922 2.008
H -4.988 -3.818 0.967
H -4.651 -3.565 -0.685
```

Calculated values
- net charge = 0
- E_LUMO (spin up / spin down) (eV) = 0.066 / -0.274
- multiplicity = 6
- expectation value of S² = 8.76

Atomic partial charges in e from the Mulliken method, atoms 1 to 2: 0.6185 -1.0481



[3]
The following is a quantum chemistry calculation of the ion C3H7NP with charge +1, from OMol25.

The geometry in XYZ format:
```
12
C3H7NP ωB97M-V/def2-TZVPD
P 2.806 -0.021 0.059
C 1.143 -0.112 -0.002
C 0.085 -1.274 -0.129
N -0.941 -0.232 0.142
C 0.019 0.855 -0.124
H 2.910 1.305 -0.220
H -0.155 -1.574 -1.065
H 0.273 -2.102 0.511
H -1.855 -0.319 -0.452
H -1.203 -0.391 1.047
H 0.164 1.749 0.535
H -0.062 1.394 -1.092
```

Calculated values
- net charge = +1
- E_LUMO (eV) = -4.437
- multiplicity = 1

Atomic partial charges in e from the Mulliken method, atoms 1 to 2: -0.0147 0.2505



Calculated values (kcal per mole) of ΔE to the lowest compared entry with this formula, charge and spin for the records, taken in order: 125.93 0.00 3.34.
Calculated values (eV/Å) of strongest force on any atom for the records, taken in order: 4.48 0.58 4.21.